Record 1
57
Properties=species:S:1:pos:R:3 method="wB97M-V/def2-TZVPD" total_charge=0
C 0.2315 7.3513 1.1925
P 1.0644 6.1200 2.3234
C 2.8454 6.0602 1.7177
Si 0.2581 4.1471 1.6402
O 0.4852 2.9536 2.8090
Si 2.0811 2.4046 2.8820
C 2.2177 0.6341 3.5011
C 1.1115 -0.3280 3.0101
C 0.8800 -0.3257 1.4929
C 2.1429 -0.7711 0.6958
N 2.8177 0.3098 -0.0115
C 4.1576 0.4602 0.1145
C 4.5645 1.5054 -0.6644
C 3.3812 1.9999 -1.2828
C 2.3313 1.2438 -0.8678
H 0.8656 8.2316 1.0446
H -0.7229 7.6930 1.5994
H 0.0422 6.9370 0.1925
H 3.5276 6.1748 2.5593
H 3.0576 5.1226 1.1886
H 2.9725 6.8453 0.9647
H -1.1949 4.3087 1.4649
H 0.9624 3.8318 0.3772
H 2.8743 3.2934 3.7615
H 2.6518 2.4991 1.5206
H 3.2350 0.2621 3.3244
H 2.1240 0.6846 4.5976
H 0.1727 -0.2024 3.5584
H 1.4447 -1.3476 3.2639
H 0.1163 -1.0933 1.2958
H 0.4392 0.6059 1.1150
H 2.8173 -1.2700 1.3917
H 1.8126 -1.4928 -0.0629
H 4.8000 -0.1525 0.7316
H 5.5767 1.8599 -0.7866
H 3.3579 2.8306 -1.9758
H 1.2901 1.3331 -1.1417
N -1.8652 -2.6194 -0.7199
C -0.8246 -2.2417 -1.5255
C -0.5286 -3.2941 -2.3508
C -1.4289 -4.3464 -2.0351
C -2.2415 -3.8986 -1.0278
H -2.2875 -2.0460 -0.0128
H -0.3867 -1.2613 -1.4372
H 0.2466 -3.3082 -3.0987
H -1.4739 -5.3199 -2.4950
H -3.0517 -4.3780 -0.5031
N -5.2801 -4.9530 -2.8858
C -6.6379 -5.0855 -2.7780
C -7.0048 -6.2226 -3.4469
C -5.8203 -6.8022 -3.9754
C -4.7745 -5.9972 -3.6099
H -4.7365 -4.2048 -2.4933
H -7.2233 -4.3610 -2.2376
H -8.0097 -6.5984 -3.5460
H -5.7454 -7.7064 -4.5564
H -3.7180 -6.0756 -3.8024

=====

Record 2
56
Properties=species:S:1:pos:R:3 method="wB97M-V/def2-TZVPD" total_charge=0 multiplicity=2 de_lowest_kcal_mol=136.46
C -0.2899 2.3366 -2.0165
C -0.4106 1.2661 -1.1044
N 0.4160 1.2354 0.0016
C 1.1660 2.3022 0.3075
C 1.1725 3.4491 -0.4810
C 0.4663 3.4447 -1.6815
C -1.3676 0.1842 -1.2701
P -2.7902 0.0895 -0.2607
Yb 0.2938 -1.1933 0.4619
P 2.6564 0.5694 1.8965
C 2.0326 2.2177 1.5667
C 0.8753 -2.4765 2.1142
C -0.4689 -2.8438 2.1100
C -0.9951 -3.3906 0.9288
C -0.1463 -3.6713 -0.1456
C 1.2320 -3.4760 -0.0371
C 1.7695 -2.9705 1.1562
O -1.2209 2.9562 -4.8576
O 0.3521 -1.7878 -2.7182
H -0.8367 2.2921 -2.9593
H 1.7693 4.2993 -0.1569
H 0.5064 4.2986 -2.3558
C -3.9349 1.4240 -0.6100
C -3.6501 -1.4636 -0.5234
H 2.8934 2.8984 1.4620
H 1.4510 2.5421 2.4488
H -1.9674 3.4676 -5.0009
H -1.4440 -0.2309 -2.2771
C 3.7331 0.5728 3.3152
C 3.5490 -0.0176 0.4566
H -1.1162 -2.6644 2.9711
H -2.0609 -3.6166 0.8568
H -0.5630 -4.0869 -1.0661
H 1.8878 -3.7316 -0.8733
H 2.8505 -2.8898 1.2803
H 1.0111 -1.1023 2.1914
H -0.0601 -2.4903 -3.2466
H 1.0753 -1.4948 -3.1999
H -1.2506 2.2444 -5.5164
H 1.4438 -0.3903 2.2506
H -4.7802 1.0297 -1.1894
H -4.3016 1.8560 0.3306
H -3.4204 2.1978 -1.1952
H -4.5299 -1.2628 -1.1513
H -3.0023 -2.1929 -1.0293
H -3.9866 -1.8803 0.4363
H 4.5895 0.3295 0.5541
H 3.5612 -1.1171 0.3955
H 3.1391 0.3840 -0.4813
H 4.7609 0.8195 3.0104
H 3.3905 1.3035 4.0624
H 3.7269 -0.4258 3.7751
C -2.3414 0.1905 1.4823
H -3.2628 0.4325 2.0330
H -1.6185 0.9998 1.6599
H -1.9541 -0.7654 1.8889

=====

Record 3
76
Properties=species:S:1:pos:R:3 method="wB97M-V/def2-TZVPD" total_charge=0 de_lowest_kcal_mol=36.04
N -1.5230 3.8443 1.6769
H -0.7250 3.5496 1.1323
H -2.1617 4.3065 1.0456
H -1.3290 4.5486 2.3743
H -1.9196 3.0029 2.0704
N -4.3655 1.0874 0.5472
H -4.4115 2.0636 0.2921
H -3.8120 1.0924 1.3920
H -3.8972 0.6147 -0.2126
H -5.3050 0.7679 0.7355
N -0.7201 0.5131 -0.6802
H -1.7078 0.3330 -0.7900
H -0.1240 0.1911 -1.4293
H -0.3435 0.1692 0.1915
H -0.6165 1.5140 -0.7674
C 2.1043 3.4960 -1.7325
C 0.5723 3.3889 -1.6981
O -0.1052 3.5263 -2.7378
O -0.0646 3.1155 -0.6270
H 2.5438 2.5363 -1.4604
H 2.5477 4.3073 -1.1552
H 2.5894 3.5216 -2.7083
C -1.2617 0.5305 4.2038
C -2.0247 0.7612 2.8931
O -2.7526 1.7701 2.8204
O -1.9442 -0.0240 1.9459
H -0.9377 -0.5095 4.1635
H -2.0071 0.5054 4.9988
H -0.4967 1.2894 4.3671
C -3.0241 -1.1290 -3.6601
C -3.1059 0.0894 -2.7910
O -3.1938 -0.0599 -1.5519
O -2.9411 1.2051 -3.3108
H -1.9702 -1.3674 -3.5161
H -3.1304 -1.0019 -4.7374
H -3.6699 -1.9470 -3.3410
C 5.2261 1.1911 0.6422
C 5.2248 -0.3410 0.6486
O 3.7972 -0.6874 0.5601
C 3.0967 0.4490 0.4736
O 1.8720 0.5619 0.5732
O 3.8818 1.4835 0.3944
F 5.6398 -0.7656 1.8394
H 5.7701 1.4895 -0.2540
H 5.6770 1.5574 1.5645
H 5.7748 -0.8324 -0.1540
C -3.4979 -3.1842 1.9215
C -3.4781 -2.7041 0.5020
O -4.6455 -1.9143 0.3822
C -5.3787 -1.9125 1.5033
O -6.2991 -1.0792 1.7374
O -4.7386 -2.6702 2.4248
F -3.6404 -3.8059 -0.2301
H -2.6694 -2.7773 2.5013
H -3.5831 -4.2704 1.9530
H -2.5048 -2.3135 0.2051
C 1.3163 -3.1151 2.7859
C 1.6458 -4.2706 1.8159
O 0.6509 -4.1900 0.8187
C 0.2827 -2.8992 0.7361
O -0.2216 -2.3465 -0.2059
O 0.5813 -2.3226 1.9062
F 1.5449 -5.5325 2.2396
H 2.2143 -2.5322 2.9906
H 0.7770 -3.5296 3.6377
H 2.6475 -4.1741 1.3971
C 4.5596 0.6225 -2.9265
C 4.1573 0.9726 -4.3727
O 2.7253 0.8751 -4.2811
C 2.4466 0.1701 -3.1270
O 1.3288 -0.2722 -2.8852
O 3.5347 -0.0981 -2.4502
F 4.6948 0.1142 -5.2113
H 4.7946 1.4779 -2.2931
H 5.4719 0.0342 -3.0247
H 4.5565 1.9385 -4.6821

=====

Record 4
62
Properties=species:S:1:pos:R:3 method="wB97M-V/def2-TZVPD" total_charge=+1 de_lowest_kcal_mol=0.00
C -3.3892 -2.1504 0.5195
C -2.1400 -1.3532 0.1375
C -1.0745 -2.2409 -0.4879
C 0.2359 -1.4915 -0.7794
N 0.8586 -1.0129 0.4904
C 0.9759 0.3395 0.6354
C 0.0731 1.2954 0.1541
C 0.2681 2.6264 0.4005
C 1.3574 3.0558 1.1624
C 2.2251 2.1133 1.6322
N 2.0237 0.8031 1.3607
H -3.9266 -2.4489 -0.3745
H -3.1037 -3.0166 1.1066
H -4.0571 -1.5284 1.1065
H -1.7612 -0.8596 1.0283
H -2.4194 -0.6137 -0.6142
H -0.8198 -3.0327 0.2109
H -1.4409 -2.6559 -1.4217
H 0.0983 -0.6998 -1.5071
H 0.9018 -2.2205 -1.2301
H 1.7494 -1.4629 0.6466
H -0.7799 0.9706 -0.4127
H -0.4114 3.3708 0.0204
H 1.5370 4.0917 1.3966
H 3.0712 2.4113 2.2269
H 2.6780 0.1356 1.7445
C 4.3916 8.1541 3.1552
O 3.2478 8.2366 4.0105
C 2.3139 7.3238 3.7845
O 2.3584 6.4589 2.9420
O 1.3185 7.5250 4.6422
C 0.2241 6.6177 4.5198
H 5.0572 8.9559 3.4582
H 4.8955 7.1978 3.2805
H 4.1035 8.2951 2.1155
H 0.5506 5.5951 4.7033
H -0.2325 6.6975 3.5346
H -0.4987 6.9061 5.2765
C -1.0812 -0.2233 -3.9316
O -1.8989 0.0231 -5.0640
C -3.2076 -0.0790 -4.7998
O -3.6761 -0.3417 -3.7216
O -3.8778 0.1598 -5.9152
C -5.3028 0.0832 -5.7838
H -0.0483 -0.1122 -4.2531
H -1.2915 0.4995 -3.1412
H -1.2354 -1.2381 -3.5637
H -5.6609 0.8220 -5.0702
H -5.6048 -0.9153 -5.4756
H -5.7111 0.2992 -6.7658
C 1.0997 -9.0546 0.0394
O 0.6540 -7.7656 0.4815
C 1.5062 -6.7806 0.2438
O 2.5776 -6.8678 -0.2917
O 0.9660 -5.6414 0.7057
C 1.7909 -4.5040 0.5109
H 0.3110 -9.7542 0.2967
H 1.2521 -9.0571 -1.0376
H 2.0178 -9.3366 0.5498
H 1.9731 -4.3370 -0.5516
H 2.7369 -4.6131 1.0405
H 1.2516 -3.6543 0.9227

=====

Record 5
58
Properties=species:S:1:pos:R:3 method="wB97M-V/def2-TZVPD" total_charge=+1 multiplicity=4 de_lowest_kcal_mol=0.00
Pd 0.0321 -0.1800 -0.3612
P 0.4577 -2.2328 0.6199
P -2.1824 0.3821 -0.3506
N 1.9080 -0.6737 -1.3179
N 0.0518 0.9951 -2.1285
H 3.1460 -0.0485 -2.9253
H 1.5129 2.0545 -3.2459
H 2.9094 1.1470 -1.5967
C 2.4196 0.3765 -2.2137
H 1.0726 0.4408 -3.8898
C 1.2500 1.0187 -2.9580
H 3.2736 -2.1307 -1.8738
H -1.0223 2.3454 -3.3181
C 2.3873 -1.8613 -1.2751
C -1.0473 1.6756 -2.4437
H 2.6533 -3.2263 0.3642
C 1.8718 -2.9267 -0.3510
H 1.5261 -3.8219 -0.8898
H -3.1126 -0.6430 -0.6521
H -2.7283 1.0740 0.7706
H -0.5040 -3.2730 0.6744
H 1.0178 -2.1897 1.9334
O -0.9275 -1.9680 -1.5395
C -0.5988 -2.1213 -2.8992
C -0.3225 -3.5784 -3.2485
C -1.7625 -1.6006 -3.7304
H 0.3469 -1.5503 -3.1110
H 0.6346 -3.9172 -2.8413
H -1.1279 -4.2155 -2.8589
H -0.2886 -3.6835 -4.3406
H -1.9513 -0.5367 -3.5642
H -1.5827 -1.7678 -4.7997
H -2.6596 -2.1612 -3.4329
C -2.2021 1.5461 -1.6889
H -3.0723 2.1496 -1.9311
C -1.9207 1.8156 3.5284
N -0.9608 0.7933 4.0215
C -1.6609 -0.2894 4.7719
C -0.0773 0.2242 2.9191
C 0.7104 1.3040 2.2532
C 1.3454 2.2811 3.0397
C 1.9500 3.3739 2.4221
C 1.9523 3.4879 1.0333
C 1.3701 2.4775 0.2478
C 0.7941 1.3991 0.8744
H -2.6200 1.3331 2.8364
H -1.3777 2.6192 3.0285
H -2.4614 2.2081 4.3956
H -0.3228 1.2617 4.6818
H -2.3259 -0.8183 4.0826
H -0.9140 -0.9763 5.1787
H -2.2383 0.1683 5.5830
H 0.5644 -0.5191 3.4093
H -0.7524 -0.3050 2.2310
H 1.3621 2.1990 4.1324
H 2.4199 4.1447 3.0363
H 2.4097 4.3463 0.5432
H 1.3748 2.5740 -0.8354

=====

Record 6
58
Properties=species:S:1:pos:R:3 method="wB97M-V/def2-TZVPD" total_charge=+4 multiplicity=5 de_lowest_kcal_mol=45.63
P -3.6435 -1.1033 -0.4624
C -4.1604 -1.4425 -2.2079
H -5.2539 -1.5145 -2.3021
H -3.6999 -2.3878 -2.5288
H -3.7811 -0.6360 -2.8488
C -4.6574 -2.4556 0.3219
H -5.6868 -2.4788 -0.0690
H -4.6845 -2.2999 1.4109
H -4.1741 -3.4247 0.1259
C -4.8174 0.2785 -0.1076
H -5.8265 0.0618 -0.4836
H -4.4249 1.1797 -0.5938
H -4.8566 0.4531 0.9757
P 1.0010 3.4656 -1.0436
C 0.9869 4.0130 -2.7848
H 1.3615 5.0351 -2.8614
H -0.0297 3.9729 -3.1766
H 1.6290 3.3523 -3.3699
C 0.1022 4.8691 -0.2224
H 0.4929 5.8206 -0.6196
H 0.2731 4.8612 0.8661
H -0.9698 4.8105 -0.4514
C 2.6942 3.9986 -0.5043
H 2.9229 4.9814 -0.9444
H 3.4416 3.2809 -0.8588
H 2.7503 4.1038 0.5892
P 2.5477 -2.8568 -0.4488
C 3.0187 -3.2151 -2.2021
H 3.8025 -3.9846 -2.2669
H 3.3627 -2.2837 -2.6691
H 2.1205 -3.5564 -2.7355
C 4.2604 -2.6838 0.2364
H 4.9189 -3.5016 -0.0883
H 4.2117 -2.6649 1.3337
H 4.6670 -1.7238 -0.1076
C 2.2919 -4.6333 0.0517
H 3.1255 -5.2758 -0.2724
H 1.3573 -4.9962 -0.4024
H 2.1882 -4.6937 1.1455
Ru 0.3333 1.3605 -1.1121
C -1.2788 1.4673 -1.9703
O -2.3442 1.5380 -2.4767
C 1.7587 0.6218 -1.9880
O 2.7196 0.1481 -2.4823
C 1.4753 -0.1564 2.8429
C 0.5179 -1.1460 3.2310
C -1.0572 -0.7195 3.2367
C -1.3577 0.6192 2.8643
C -0.3453 1.4331 2.4200
C 1.0106 1.0683 2.4060
H 2.5170 -0.4790 2.7420
H 0.7394 -2.2024 3.0396
H -1.7600 -1.5349 3.0366
H -2.4041 0.8737 2.7879
H -0.5935 2.3881 1.9212
H 1.7047 1.7502 1.9100
O -0.2440 -0.8643 5.6855
C -0.2538 -0.8912 4.4826

=====

Record 7
62
Properties=species:S:1:pos:R:3 method="wB97M-V/def2-TZVPD" total_charge=+2 de_lowest_kcal_mol=1.17
W -0.8813 0.3129 0.0061
C -5.0562 -0.0762 -0.4924
C -4.0096 -0.2342 -1.5858
O -4.5348 -0.4913 -2.8749
P -2.9279 -1.6985 -1.3021
O -3.7414 -2.9121 -0.7866
O -2.2870 -2.1541 -2.6424
O -1.9096 -1.3708 -0.1905
P -2.8203 1.1681 -1.6933
O -3.5381 2.2953 -2.4857
O -1.5577 0.5767 -2.2854
O -2.4309 1.6174 -0.2527
H -5.7224 -0.9381 -0.4880
H -5.6507 0.8199 -0.6815
H -4.5985 0.0236 0.4918
H -5.3279 0.0422 -3.0252
H -4.1596 -3.5039 -1.4307
H -1.9819 -1.4317 -3.2193
H -3.5599 3.1978 -2.1366
C 2.5283 -1.1090 1.6937
C 2.8583 -0.0926 0.5963
C 4.2444 -0.3587 0.0045
P 1.5272 0.0230 -0.6663
C 1.5733 1.6595 -1.5086
C 2.9430 2.2344 -1.8694
C 0.8013 2.6685 -0.6429
C 1.5722 -1.2922 -1.9577
C 2.6519 -1.1261 -3.0275
C 1.5989 -2.6807 -1.3095
H 3.2853 -1.0408 2.4757
H 2.5437 -2.1307 1.3141
H 1.5604 -0.9166 2.1497
H 2.8384 0.9092 1.0433
H 4.3245 -1.3844 -0.3553
H 4.9884 -0.2351 0.7921
H 4.5029 0.3171 -0.8072
H 1.0019 1.4744 -2.4241
H 3.5409 2.4231 -0.9770
H 2.8063 3.1883 -2.3814
H 3.5050 1.5816 -2.5323
H 1.4635 3.1454 0.0806
H -0.0052 2.2729 0.0150
H 0.3398 3.4428 -1.2537
H 0.5976 -1.1587 -2.4431
H 3.6537 -1.1992 -2.6119
H 2.5591 -0.1811 -3.5600
H 2.5415 -1.9255 -3.7616
H 2.5754 -2.8962 -0.8759
H 1.4077 -3.4388 -2.0694
H 0.8440 -2.7914 -0.5276
C -0.6626 0.3720 1.7584
C -0.5906 0.4155 3.1796
C -0.4686 1.6420 3.8476
C -0.4133 1.6699 5.2269
C -0.4819 0.4833 5.9492
C -0.6046 -0.7373 5.2932
C -0.6590 -0.7780 3.9145
H -0.4223 2.5609 3.2765
H -0.3195 2.6155 5.7431
H -0.4418 0.5096 7.0298
H -0.6586 -1.6561 5.8611
H -0.7552 -1.7222 3.3928

=====

Record 8
59
Properties=species:S:1:pos:R:3 method="wB97M-V/def2-TZVPD" total_charge=+1 smiles="CCC[C@@H](C)[C@]1(OC[C@@H](C)C(C)C)[C@@H](I)O[C@H](Cl)[N@+]1(C)CCOC=O"
C -3.7169 -2.0552 1.3069
C -2.0903 -1.8710 1.3048
C -1.5056 -1.9633 -0.1779
C -1.5507 -0.6211 -1.0555
C -3.0342 -0.3913 -1.6752
C -0.9149 0.6826 -0.3686
O 0.0934 0.5498 0.6409
C 1.2576 -0.2008 0.2097
C 1.6647 -1.1799 1.4515
C 2.5285 -2.4509 0.9938
C 2.3300 -0.2806 2.6104
C 3.7378 -0.8793 3.1735
C 1.3900 -0.0450 3.9018
C -2.1327 1.3492 0.5295
I -1.4462 1.9828 2.5451
O -2.8693 2.3917 -0.2076
C -1.8890 2.8627 -1.1596
Cl -2.8778 3.1899 -2.6586
N -0.6762 1.9297 -1.2386
C 0.3941 2.9092 -0.7329
C -0.2897 1.7357 -2.6853
C 1.0620 0.9195 -2.9412
O 1.5716 1.3641 -4.2497
C 2.6704 0.5206 -4.6404
O 3.7770 0.5051 -4.0416
H -4.1324 -2.1509 0.2337
H -4.2482 -1.2591 1.9282
H -3.9639 -3.0690 1.8083
H -1.7470 -0.9702 1.9180
H -1.6989 -2.8015 1.8734
H -0.4193 -2.3616 -0.2331
H -2.1368 -2.7510 -0.7414
H -0.8896 -0.8483 -1.9833
H -3.0566 0.3950 -2.5134
H -3.2926 -1.3923 -2.1987
H -3.8442 -0.2359 -0.8903
H 1.1505 -0.7755 -0.7686
H 2.1648 0.5097 0.0681
H 0.6484 -1.5487 1.8708
H 3.5434 -2.0875 0.6206
H 2.7296 -3.1074 1.9168
H 1.9583 -3.0978 0.2390
H 2.6036 0.7699 2.2022
H 4.0988 -0.1170 3.9547
H 4.5172 -0.9607 2.3377
H 3.5337 -1.8800 3.7012
H 1.4375 1.0703 4.1517
H 1.8258 -0.6593 4.7789
H 0.3101 -0.4019 3.7703
H -2.9917 0.6629 0.8384
H -1.6856 3.9340 -0.7753
H 1.4129 2.4293 -0.5867
H 0.1070 3.3581 0.2948
H 0.5068 3.8092 -1.4412
H -1.1198 1.1035 -3.1862
H -0.1659 2.7478 -3.2289
H 1.9045 1.0922 -2.1968
H 0.9191 -0.2258 -3.0137
H 2.5369 -0.1351 -5.5840

=====

Ordered maximum force results: 0.035; 0.125; 0.102; 0.031; 0.038; 0.138; 0.005; 0.108; unit Eh/bohr.
Ordered energy results: -1864.946819; -2751.332692; -2623.775881; -1492.142551; -1755.333594; -2048.437766; -2323.177017; -1819.372974; unit a.u..